#i
{
  "formula": "C4H12N3",
  "method": "the ωB97M-V functional and the def2-TZVPD basis",
  "e_lumo_ev": -3.46,
  "total_charge": 1,
  "symbols": ["H", "N", "C", "N", "C", "C", "C", "N", "H", "H", "H", "H", "H", "H", "H", "H", "H", "H", "H"],
  "positions_angstrom": [[-1.55631, -3.09637, -0.80958], [-1.88128, -2.30356, -0.33146], [-1.13453, -1.73530, 0.48408], [0.23489, -1.43634, 0.36686], [0.90425, -0.39365, 1.14233], [1.29236, 0.64403, 0.12826], [0.36062, 1.75696, -0.29141], [-0.87105, 1.29858, -1.15018], [-1.57769, -1.22710, 1.42164], [0.89475, -2.15581, 0.01130], [1.75594, -0.76640, 1.72066], [0.15916, 0.04945, 1.92698], [1.55496, 0.19048, -0.78663], [2.25818, 1.09291, 0.43137], [0.84778, 2.59775, -0.90096], [0.13670, 2.31621, 0.56899], [-0.59081, 1.20644, -2.10748], [-1.01211, 0.24167, -0.83396], [-1.77582, 1.72005, -0.99080]]
}

#ii
{
  "formula": "C4H12N3",
  "method": "the ωB97M-V functional and the def2-TZVPD basis",
  "e_lumo_ev": -4.03,
  "total_charge": 1,
  "symbols": ["C", "N", "C", "N", "C", "C", "N", "H", "H", "H", "H", "H", "H", "H", "H", "H", "H", "H", "H"],
  "positions_angstrom": [[-2.81830, 0.58170, -0.68249], [-2.15922, 0.14798, 0.58723], [-1.16620, -0.82507, 0.50933], [0.31171, -0.34538, 0.01598], [1.39619, -0.93379, -0.35068], [2.66897, -0.15701, -0.29616], [2.30354, 1.11909, 0.33370], [-2.08276, 0.69951, -1.41646], [-3.50621, -0.09982, -0.95228], [-3.27253, 1.65069, -0.53852], [-2.66860, -0.06571, 1.40577], [-1.22204, -1.60429, -0.27195], [-1.08638, -1.31359, 1.47650], [0.35944, 0.64081, 0.22113], [1.30102, -1.93185, -0.59504], [3.28926, -0.83303, 0.52546], [3.14015, 0.10207, -1.27700], [2.66821, 1.97881, 0.01260], [2.54374, 1.18888, 1.29288]]
}

#iii
{
  "formula": "C4H12N3",
  "method": "the ωB97M-V functional and the def2-TZVPD basis",
  "e_lumo_ev": -3.64,
  "total_charge": 1,
  "symbols": ["N", "C", "N", "C", "C", "C", "N", "H", "H", "H", "H", "H", "H", "H", "H", "H", "H", "H", "H"],
  "positions_angstrom": [[2.30942, 0.51850, 2.13403], [0.96832, 0.13845, 2.09833], [0.13489, 0.06671, 1.13663], [0.36024, 0.57381, -0.21857], [-1.03632, 0.71410, -0.76017], [-1.79747, -0.52860, -1.26819], [-0.91447, -1.27344, -2.33296], [2.75737, 0.73734, 2.90774], [2.80788, 0.25341, 1.28110], [0.54443, 0.09836, 3.14249], [1.02613, 1.40012, -0.30029], [0.78940, -0.22573, -0.93810], [-1.65938, 1.27006, 0.01530], [-1.09936, 1.45871, -1.63692], [-2.64181, -0.11712, -1.80182], [-2.11964, -1.20275, -0.44621], [-0.65208, -2.27612, -2.12891], [-0.11989, -0.71805, -2.44492], [-1.31062, -1.24723, -3.32173]]
}

#iv
{
  "formula": "C4H12N3",
  "method": "the ωB97M-V functional and the def2-TZVPD basis",
  "e_lumo_ev": [-3.20, -3.81],
  "total_charge": 1,
  "symbols": ["C", "C", "C", "C", "N", "N", "N", "H", "H", "H", "H", "H", "H", "H", "H", "H", "H", "H", "H"],
  "positions_angstrom": [[-0.75858, 1.58303, 1.85644], [0.47079, 0.98709, 2.41341], [0.38634, 1.27524, 0.94211], [-0.65569, -0.87948, -0.57898], [-0.89332, -0.00503, -1.79768], [0.13186, -1.91476, -1.00237], [1.30268, -1.44245, -1.79707], [-1.54463, 0.83814, 1.72919], [-0.94962, 2.53644, 2.11421], [1.08059, 1.54290, 3.09703], [0.56972, -0.00386, 2.86872], [0.90514, 1.66369, 0.00628], [-1.44243, -0.99355, 0.23529], [-0.02714, -0.03595, -2.27708], [-1.18078, 0.99696, -1.75441], [0.32037, -2.56910, -0.30876], [2.05499, -1.03000, -1.13216], [-1.65078, -0.29689, -2.40846], [1.88048, -2.25242, -2.20571]]
}

Name the most stable of them. #iii.